50
Properties=species:S:1:pos:R:3:forces:R:3 method="wB97M-V/def2-TZVPD" homo_lumo_gap_ha="0.164 / 0.207" total_energy_ha=-1942.76385 homo_ev="-6.51 / -7.92" max_force_ev_per_a=2.4 total_charge=0
Ca 0.1425 0.1540 0.9677 -0.557 0.673 -0.525
P 1.1307 2.3813 -0.4989 -1.498 1.045 -0.698
O -1.2886 -3.3425 1.8136 -0.029 0.633 1.349
O -0.1802 0.6913 3.6112 0.507 0.258 0.054
N -0.7024 -1.2191 2.4587 -0.038 -0.329 0.321
N 1.1448 -1.4837 -0.5640 0.377 0.063 0.090
C -1.9997 1.8760 -2.9492 0.448 -0.120 0.725
C -0.5331 3.0210 -1.1440 0.215 -0.351 0.559
C 2.2353 -2.0009 0.3015 -0.355 -0.105 -0.232
C 2.0557 2.5394 -2.0697 0.734 -0.379 -0.376
C -1.1102 0.5951 -1.1360 0.514 -0.207 -0.130
C -1.3652 -1.9269 -0.9559 0.114 -0.156 0.278
C 1.8054 3.7771 0.4515 0.283 0.176 0.351
C -1.2615 1.8228 -1.7425 -0.135 0.540 -0.718
C -1.1725 -2.4811 2.6926 0.243 0.097 -0.771
C -1.5854 -0.5936 -1.6476 -0.563 -0.309 -0.931
C -2.5126 0.6977 -3.4971 -0.177 0.113 -0.114
C -1.1226 -1.2770 4.7798 0.081 0.565 0.177
C -2.3238 -0.5285 -2.8616 0.510 0.139 0.806
C 1.7028 -0.9599 -1.8219 0.050 -0.101 0.108
C -1.4929 -2.6188 4.1649 -0.161 -0.346 0.095
C 0.0820 -2.4784 -0.8059 0.063 -0.265 -0.166
C -0.6068 -0.4445 3.5976 -0.850 -2.207 -0.134
H 3.0812 2.1973 -1.9085 0.081 0.060 -0.030
H 1.9475 0.6570 2.0720 0.604 0.285 0.424
H -1.9928 -0.7487 5.1965 0.406 -0.167 0.155
H 2.1123 3.5489 -2.4872 -0.184 0.046 0.318
H 0.9044 -0.5376 -2.4416 0.174 -0.137 0.165
H 1.8119 -2.4554 1.2106 0.043 0.088 -0.332
H -1.8967 -2.7106 -1.5023 -0.115 0.120 0.059
H 2.4248 -0.1609 -1.6020 -0.156 -0.272 -0.069
H 2.8550 -2.7563 -0.2206 -0.167 0.246 0.206
H -2.7138 -1.4577 -3.2691 -0.032 0.179 -0.109
H -2.1135 2.8438 -3.4307 -0.113 -0.185 -0.128
H 2.7605 3.4419 0.8685 0.014 0.147 -0.030
H -0.8903 -3.4433 4.5574 -0.366 -0.021 0.068
H -3.0687 0.7387 -4.4404 0.226 -0.019 0.370
H 1.6499 1.8941 -2.8515 -0.196 -0.043 0.162
H -0.3142 -1.3525 5.5213 -0.423 0.140 -0.034
H -1.8160 -1.9231 0.0535 0.180 0.148 -0.403
H 0.3308 -3.0706 -1.7076 0.044 0.147 0.261
H 1.9710 4.7064 -0.0999 -0.054 -0.179 -0.159
H 2.2121 -1.7651 -2.3858 -0.098 0.203 0.127
H -2.5629 -2.8336 4.2474 0.234 -0.247 0.173
H 2.8805 -1.1671 0.6193 -0.041 -0.188 -0.227
H -0.3961 3.8460 -1.8539 0.008 -0.197 0.074
H -1.0348 3.4018 -0.2406 -0.033 -0.102 -0.371
H 0.0612 -3.1508 0.0635 -0.072 0.128 -0.396
H 1.1498 3.9721 1.3019 -0.037 -0.095 -0.101
H -0.3947 2.0849 1.5849 0.297 0.488 -0.288

100
Properties=species:S:1:pos:R:3:forces:R:3 method="wB97M-V/def2-TZVPD" homo_lumo_gap_ha=0.344 total_energy_ha=-2097.95483 homo_ev=-9.40 max_force_ev_per_a=7.7 total_charge=0
O -20.5452 2.0681 -2.1292 4.586 1.616 0.630
O -13.4410 -9.9159 -2.0463 0.383 -0.712 -1.531
O -13.9000 -2.2954 -10.2006 1.090 -1.393 2.353
O -17.8612 -6.4693 -10.2029 0.433 0.655 0.223
O -22.4447 2.7363 -8.9684 -1.237 1.648 -0.823
O -13.6711 1.6681 0.1393 -0.354 -0.593 0.151
O -9.1911 -5.1993 -4.9915 -0.968 -0.469 -0.713
O -20.5172 -4.1806 0.4298 -0.555 0.571 -0.560
O -23.1142 -6.4995 -8.7478 1.116 0.584 -0.054
O -17.3779 -2.8882 -3.6692 1.713 -0.432 0.573
N -15.6520 0.6130 0.2663 -2.316 -2.810 2.642
N -22.6497 2.5795 -2.1523 -4.160 4.588 1.354
N -13.6466 -0.8233 -11.8292 4.347 3.415 -1.045
N -15.2135 1.9234 -1.4480 -0.160 0.763 -1.472
N -10.3404 -4.0572 -6.5082 0.072 3.170 -2.585
N -15.0675 -2.9038 -3.4899 0.571 0.107 2.871
N -11.2657 -5.8716 -5.7390 -0.601 -1.110 -0.175
N -15.4254 -1.9936 -11.7664 -3.295 -1.683 -0.097
N -22.0085 0.7125 -2.8880 -1.704 -6.583 -3.602
N -16.0756 -3.1699 -5.4207 -0.852 -0.587 -3.465
C -20.3009 -6.0893 1.6276 1.038 -1.425 1.659
C -20.7750 1.0835 -9.5360 -1.195 -0.390 0.650
C -10.1696 -5.1010 -5.7467 1.891 -0.695 3.636
C -20.3475 2.9173 -7.8819 -0.865 0.801 0.289
C -14.7977 1.4011 -0.2894 3.060 2.141 -0.848
C -21.4231 1.9882 -8.4496 2.343 -0.842 0.150
C -22.5578 -5.5600 0.5739 0.445 0.522 -0.285
C -24.3094 -4.4576 -8.8326 0.933 1.784 -0.317
C -16.8451 -7.4112 -10.4678 -0.625 -1.708 0.776
C -21.0025 -5.5247 0.4969 -0.829 0.387 -1.858
C -17.4788 -8.3692 -11.5338 2.013 0.591 0.808
C -16.3872 -8.1044 -9.1367 0.313 0.257 -1.487
C -21.6576 1.8417 -2.4618 1.660 0.271 1.762
C -24.0816 -5.8144 -6.7336 1.260 0.102 0.623
C -23.3708 -5.2900 -8.0036 -2.635 -1.579 0.912
C -13.9245 -8.1693 -0.5519 -0.072 1.008 0.491
C -13.3128 -9.6026 -0.6864 -1.641 1.983 -0.395
C -11.8694 -9.6009 -0.3967 1.531 0.473 0.088
C -16.2192 -2.9896 -4.1272 -2.404 0.706 -0.472
C -14.3022 -1.7236 -11.1674 -0.476 0.055 -0.710
H -24.6278 -6.7328 -6.9488 -0.469 0.302 -0.144
H -16.1965 1.9517 -1.6785 0.435 0.234 -0.354
H -18.2984 -8.8936 -11.0425 -0.133 -0.063 -0.433
H -14.9308 -7.9876 -0.9292 -0.221 -0.855 -0.213
H -11.4734 -10.6004 -0.5762 0.225 0.015 0.672
H -13.9591 -0.1732 -12.5362 -0.105 -0.507 0.269
H -15.6841 -8.8154 -9.5705 0.258 -0.456 0.800
H -20.7764 3.4443 -7.0296 0.002 0.027 0.179
H -15.7588 -1.4649 -12.5597 -0.259 -0.754 0.326
H -18.4820 -7.0722 -9.7873 -0.752 0.575 0.215
H -16.5990 0.4927 -0.0636 0.356 -0.110 0.119
H -20.4586 -5.4800 2.5175 -0.516 -0.421 0.277
H -24.3660 -3.4328 -8.4654 0.147 0.185 0.318
H -22.4222 3.2448 -1.4272 -0.657 0.209 -0.324
H -15.3359 0.1313 1.0958 -0.383 0.146 -0.097
H -23.0812 -5.4353 -0.3740 0.582 0.610 -0.425
H -19.2156 -6.0654 1.5288 0.068 0.144 -0.517
H -15.8436 -7.3529 -8.5642 0.017 -0.117 0.096
H -11.8355 -5.6866 -6.5522 -0.572 -1.045 0.630
H -19.4427 2.4289 -7.5199 -0.098 -0.189 -0.346
H -23.5947 2.3266 -2.4036 0.238 0.463 0.444
H -20.6983 -6.0471 -0.4101 0.026 -0.111 -0.205
H -17.1079 -8.5908 -8.4794 -0.294 -0.039 -0.372
H -25.3629 -4.7245 -8.9151 0.278 -0.819 -0.168
H -15.8668 -7.0223 -10.7502 -0.552 0.891 -0.813
H -20.2771 1.6289 -10.3377 0.267 0.269 0.414
H -23.1920 2.1832 -9.2076 0.077 -0.118 0.004
H -13.9578 -7.6290 0.3942 0.149 -0.871 0.816
H -22.9909 0.5188 -3.0204 0.543 -0.514 -0.233
H -24.6798 -5.0979 -6.1707 -0.094 0.054 -0.231
H -9.7969 -3.2351 -6.2874 -0.039 -0.270 -0.417
H -23.2862 -6.1622 -6.0745 -0.026 -0.003 0.315
H -11.3090 -6.6741 -5.1273 -0.129 -0.007 -0.615
H -22.7993 -4.6972 1.1948 -0.515 -0.319 0.297
H -20.1447 0.3313 -9.0617 0.296 0.139 -0.182
H -11.6252 -9.0991 0.5396 -0.189 -0.917 0.629
H -21.5724 0.5424 -10.0454 -0.143 -0.245 -0.009
H -11.2786 -8.9454 -1.0366 -0.478 0.027 -0.798
H -20.5398 -7.1500 1.7048 -0.267 -0.021 0.707
H -17.7445 -7.7767 -12.4092 -0.437 -0.094 0.213
H -15.2447 -3.1022 -5.9909 -0.154 -0.083 0.439
H -15.8124 -2.8003 -11.2977 -1.199 0.213 -0.800
H -23.9781 -6.9164 -8.7848 0.041 -0.232 -0.214
H -14.1853 -2.6433 -3.9071 -0.375 -0.111 0.262
H -23.0362 -6.4958 0.8628 0.580 -0.063 0.911
H -22.4705 -4.7453 -7.7194 0.182 -0.342 -0.507
H -16.9743 -3.2462 -5.8752 0.389 0.102 -0.361
H -23.7630 -4.3619 -9.7709 -0.716 -0.040 -0.532
H -14.4912 2.4740 -1.8897 -0.701 0.213 -0.175
H -11.1375 -3.9921 -7.1251 0.314 0.437 0.213
H -19.9788 -4.0944 -0.3603 -0.037 0.141 -0.028
H -21.2823 0.0749 -3.1817 -0.435 -0.061 -0.020
H -20.1348 3.7109 -8.5982 0.337 -0.192 -0.220
H -13.3546 -7.4156 -1.0953 0.540 -0.517 -0.626
H -21.8272 1.4683 -7.5810 0.216 -0.915 -0.094
H -15.2912 -2.7733 -2.5137 1.094 0.308 0.165
H -16.6936 -9.0523 -11.8578 -0.243 -0.460 -0.026
H -12.6884 -0.7642 -11.5156 -0.100 0.609 -0.225
H -14.3382 -10.1443 -2.3002 -0.101 0.089 0.303
H -13.8294 -10.3858 -0.1316 -0.125 0.292 0.547

19
Properties=species:S:1:pos:R:3:forces:R:3 method="wB97M-V/def2-TZVPD" homo_lumo_gap_ha=0.318 total_energy_ha=-327.32422 homo_ev=-12.38 max_force_ev_per_a=4.0 total_charge=+1
O -0.5539 0.7144 -1.8316 2.019 1.331 2.617
N 1.9400 0.7039 -0.7288 -0.393 0.338 -0.421
C 0.8630 -0.1760 -0.0276 -0.316 -2.293 0.965
C -2.2870 -0.3804 1.4852 3.019 -1.798 -1.340
C 0.1608 0.4470 1.2856 1.747 0.554 1.131
C -0.9243 -0.6126 1.6619 -1.731 3.181 -1.753
C -0.1770 -0.4745 -1.1848 -1.755 -0.218 2.396
H -2.5883 -1.1418 0.6248 -1.105 1.209 2.984
H 1.3803 -1.2029 0.3514 -1.131 2.461 -1.281
H 0.2796 -1.1465 -1.8362 0.812 -1.236 -1.391
H 2.4666 0.2386 -1.5150 -0.545 -0.133 1.278
H 1.2925 1.3425 -1.3183 1.260 0.003 1.385
H 2.6771 1.1072 -0.0578 -1.729 -0.170 -1.327
H -1.1584 -0.9533 -0.8063 2.053 0.472 -0.190
H -0.9357 0.5003 -2.6342 -1.286 -0.487 -2.657
H -0.1065 1.5216 1.0785 -0.535 -1.265 0.213
H -0.5106 -1.5678 1.4812 -0.015 -1.210 -0.403
H -2.7457 0.5561 1.8528 0.061 -0.585 -1.140
H 0.9275 0.5242 2.1194 -0.430 -0.155 -1.064

58
Properties=species:S:1:pos:R:3:forces:R:3 method="wB97M-V/def2-TZVPD" homo_lumo_gap_ha=0.266 total_energy_ha=-3575.92215 homo_ev=-11.95 max_force_ev_per_a=0.3 total_charge=+1
Ti 0.0352 0.2038 0.3478 0.076 0.124 0.244
S 2.1189 -3.5039 0.9582 0.022 0.001 -0.034
S -0.2805 -2.0726 -0.4135 -0.015 -0.023 0.020
O 6.5837 -2.3156 -0.3665 0.003 -0.020 0.018
O 1.2627 0.7855 -0.8660 -0.055 0.024 0.090
O 5.3305 -3.2895 -4.9197 0.025 0.027 -0.020
O -0.5065 3.0824 3.1714 -0.027 0.019 -0.008
O 5.6310 -0.6619 0.6372 -0.006 -0.007 0.001
O -0.9842 4.0945 0.5588 0.002 0.008 0.004
O 0.8033 0.6887 -3.0506 0.017 0.049 -0.012
O 3.5030 -2.4674 -5.7199 0.024 0.029 -0.024
N 1.4701 -1.0426 1.2322 -0.039 -0.057 -0.076
N -0.9322 -0.3036 2.3578 0.050 -0.021 -0.081
N 4.3405 -2.5972 -4.8554 -0.065 -0.088 0.049
N -0.4410 1.9065 1.1607 -0.099 0.109 0.106
N 5.7533 -1.4396 -0.2865 0.007 0.034 -0.019
N -1.5008 0.9710 -0.9881 -0.010 -0.230 0.002
C 2.7882 -0.3788 -2.2828 -0.003 -0.008 0.013
C -0.8690 0.7340 3.2011 0.086 0.095 -0.057
C -1.5852 2.3104 -0.8963 0.109 0.075 0.024
C -2.7408 1.0696 -3.0132 0.000 -0.020 -0.008
C -2.0624 0.3639 -2.0360 0.001 0.016 0.005
C 1.5369 0.4209 -2.1444 0.010 -0.047 -0.005
C 4.2788 -0.5863 3.5914 -0.001 0.003 0.007
C 1.1244 -2.1482 0.6151 -0.088 0.009 -0.072
C -0.9579 2.9238 0.3298 0.004 -0.020 -0.120
C -1.5063 -1.6949 4.1994 -0.001 0.003 0.010
C 4.1190 -1.8573 -3.5909 0.023 0.020 -0.016
C -0.5725 2.0602 2.5575 0.045 -0.073 -0.022
C 4.7978 -1.3074 -1.4062 -0.023 0.003 0.010
C 4.7833 -1.8901 3.5550 0.005 0.001 0.004
C 4.1966 -2.8653 2.7725 -0.006 -0.004 0.010
C 5.0345 -2.0144 -2.5678 0.009 0.018 -0.007
C -1.0814 0.6288 4.5598 -0.060 -0.058 -0.013
C -2.8103 2.4484 -2.9220 -0.003 0.023 -0.007
C -1.2490 -1.5037 2.8536 0.009 0.013 0.008
C -2.2158 3.0862 -1.8410 -0.034 -0.034 0.009
C 3.0833 -2.5068 2.0204 -0.016 -0.003 0.018
C -1.4102 -0.6181 5.0691 0.003 -0.003 -0.009
C 3.0035 -1.0542 -3.4793 -0.023 -0.003 0.014
C 3.1757 -0.2264 2.8445 0.001 -0.002 -0.015
C 3.6963 -0.4906 -1.2387 0.005 -0.006 -0.001
C 2.5795 -1.2039 2.0546 0.032 0.006 -0.044
H 4.7688 0.1543 4.2081 0.000 0.000 0.000
H -3.1893 0.5365 -3.8387 0.001 0.001 0.000
H -1.9572 -0.7102 -2.0979 -0.002 0.001 0.003
H -1.2996 -2.3213 2.1469 -0.002 0.001 0.000
H -2.2378 4.1583 -1.7060 0.002 0.002 -0.001
H -1.5951 -0.7494 6.1266 0.001 0.004 0.000
H 5.6550 -2.1387 4.1443 0.002 0.002 -0.004
H 2.3059 -0.9634 -4.2994 0.006 -0.001 -0.003
H -0.9988 1.5146 5.1735 -0.003 0.002 0.002
H -3.3207 3.0226 -3.6832 0.002 0.003 0.001
H 3.5639 0.0459 -0.3113 0.000 0.004 0.006
H 2.7900 0.7855 2.8577 0.001 0.003 0.006
H -1.7753 -2.6795 4.5544 0.000 0.002 0.000
H 5.8964 -2.6555 -2.6768 -0.001 -0.005 -0.001
H 4.5930 -3.8711 2.7450 0.002 0.002 -0.003

72
Properties=species:S:1:pos:R:3:forces:R:3 method="wB97M-V/def2-TZVPD" homo_lumo_gap_ha="0.230 / 0.230" total_energy_ha=-2959.15246 homo_ev="-9.94 / -9.86" max_force_ev_per_a=1.8 total_charge=+1 multiplicity=5
Pm -0.1600 0.0809 4.1102 0.847 0.778 -1.347
Cl 1.7264 0.3793 0.4617 0.798 0.190 -0.072
Si -0.2298 0.0881 1.1055 -0.587 0.149 0.399
Si 2.6763 0.2343 -3.9762 0.442 0.148 0.121
N 2.1850 -0.1989 4.8760 0.411 0.291 -0.091
N 0.5803 1.6789 5.8960 0.181 0.712 0.165
C -0.7660 -1.5021 0.3050 -0.167 -0.504 0.246
C -3.2859 2.8256 0.5680 0.176 -0.229 -0.120
C 2.5439 -2.5469 -4.4078 -0.735 -0.094 -0.257
C 2.3843 2.4737 -5.7015 -0.638 0.079 0.207
C -1.6567 3.3140 -1.1643 0.088 -0.299 0.151
C 2.3155 -0.0544 6.3585 0.254 -0.591 -0.227
C -1.5788 -2.0414 4.2275 -0.543 0.173 0.492
C 0.7342 -3.6747 -5.5764 0.140 0.256 0.098
C 1.9164 -3.7290 -4.8207 0.023 0.181 -0.066
C -1.5896 -0.6844 6.0965 -0.590 -0.519 -0.151
C -2.8826 3.5774 -0.5472 -0.138 -0.172 0.082
C -0.6800 -3.9333 0.4734 0.034 0.134 -0.010
C -2.4793 1.7767 1.0288 0.119 0.515 -0.569
C -1.9006 -1.5978 -0.5150 0.101 -0.687 0.245
C -0.1464 -2.6787 0.7834 -0.735 -0.183 -0.323
C 0.2104 -2.4349 -5.9559 0.201 0.144 0.022
C 0.8404 -1.2452 -5.5525 -0.051 -0.676 0.216
C -1.8394 -4.0230 -0.3166 0.231 0.299 -0.062
C -0.8306 2.2827 -0.6839 -0.744 0.298 0.025
C 1.6966 3.5814 -6.2096 -0.046 0.098 -0.004
C -0.0793 3.2378 -4.5918 0.202 -0.044 -0.112
C 1.8224 1.7251 -4.6496 -0.063 0.560 -0.033
C -1.2587 1.4827 0.3857 0.070 0.367 0.198
C -1.0327 -1.8753 5.5378 -0.602 0.046 0.024
C -2.4843 -0.1183 5.1349 0.069 -0.507 0.356
C 0.4692 3.9724 -5.6551 0.107 -0.395 0.218
C 0.5967 2.1189 -4.0888 -0.019 0.393 -0.452
C 1.7084 1.2580 6.8134 -0.325 0.999 -0.274
C -2.4277 -2.8620 -0.8346 0.164 0.059 0.134
C -2.4733 -0.9546 3.9832 -0.370 -0.593 0.210
C 1.9723 -1.2963 -4.7222 -0.086 -0.671 -0.447
H -3.0671 0.7960 5.2739 0.168 -0.370 -0.098
H -0.0656 4.8424 -6.0471 0.232 -0.325 0.113
H 1.8028 -0.8980 6.8373 0.079 0.133 -0.272
H 3.3695 -0.0974 6.6509 -0.176 0.009 0.091
H 3.3490 2.1750 -6.1186 -0.301 0.144 0.060
H 2.1165 4.1504 -7.0466 -0.149 -0.212 0.366
H -3.5499 4.3488 -0.9522 0.380 -0.281 0.260
H -1.3792 -2.8663 3.5466 -0.012 0.273 0.094
H -1.3433 3.8910 -2.0380 -0.097 -0.116 0.392
H 2.4510 2.0649 6.7831 -0.018 -0.267 0.119
H 0.7239 -2.5998 1.4457 -0.173 -0.080 -0.286
H 4.1236 0.3493 -4.2904 -0.014 -0.056 0.120
H -3.0603 -0.8046 3.0734 0.289 -0.120 0.368
H 2.4679 0.1800 -2.5065 0.091 0.014 -0.051
H 2.6736 -1.0123 4.5034 0.073 0.011 0.345
H -4.2368 3.0301 1.0643 0.261 0.012 -0.208
H -2.8019 1.1774 1.8879 0.037 0.177 -0.265
H -2.4037 -0.6940 -0.8602 0.166 -0.209 -0.008
H 3.4694 -2.5835 -3.8298 -0.266 -0.090 -0.070
H 0.4356 -0.2835 -5.8744 0.060 -0.262 0.182
H 1.3466 1.2039 7.8470 0.044 -0.120 -0.344
H 0.1652 1.5434 -3.2626 0.112 0.195 -0.345
H 2.6246 0.6015 4.3971 0.101 -0.383 0.297
H 0.2284 -4.5990 -5.8771 0.248 0.384 0.114
H -1.4314 -0.3215 7.1106 0.026 -0.056 -0.307
H 0.9496 2.3854 5.2492 0.009 0.027 0.400
H -0.1957 -4.8412 0.8545 -0.277 0.359 -0.184
H -1.0374 3.5303 -4.1555 0.292 -0.059 -0.231
H 2.3460 -4.6987 -4.5562 -0.130 0.321 -0.094
H -3.3082 -2.9309 -1.4817 0.318 -0.024 0.297
H -0.1557 2.1811 6.4001 0.312 -0.287 0.060
H -0.3731 -2.5751 6.0552 -0.190 0.280 -0.238
H -2.2714 -5.0028 -0.5317 0.147 0.332 0.013
H -0.6927 -2.3803 -6.5706 0.329 -0.074 0.193
H 0.1331 2.1011 -1.1570 -0.192 0.012 0.130